Density functional theory data (the ωB97M-V functional and the def2-TZVPD basis) for a cluster of 11 separate species, C18H58N2O11 in total at a distorted geometry.

Calculated values
**HOMO-LUMO gap**: 0.35954 hartree
**Strongest force on any atom**: 6.98 eV Å⁻¹
**HOMO level**: -9.50 eV

The geometry in ORCA input format:
```
! wB97M-V def2-TZVPD RIJCOSX def2/J DEFGRID3
* xyz 0 1
H 0.405 -2.672 2.065
H -0.302 -0.444 -1.355
H -3.589 3.932 -1.275
H 2.461 -1.805 3.022
N 4.433 2.509 0.210
C -2.507 -0.298 -4.721
H -0.435 1.973 2.702
H 2.052 -3.172 -0.547
O -1.602 -0.018 -3.649
O -2.515 -5.289 2.628
C -0.461 0.067 -0.431
H 2.294 0.994 -1.669
H -0.167 -0.181 1.512
C -1.998 -2.939 2.539
H -2.665 -3.690 -2.537
H 1.898 2.271 -4.649
N 2.392 2.052 0.717
O -4.098 3.453 -0.648
O 1.104 -3.316 2.251
H 2.540 2.886 -1.137
H -2.263 0.602 -5.478
H -0.645 2.854 0.351
H -2.572 2.126 -0.960
H -0.667 5.177 2.358
C 2.590 1.658 -2.540
H -4.068 0.301 -1.726
C 2.821 -2.465 -0.810
C 1.878 -2.727 3.282
H 2.663 -3.454 3.524
H 2.252 0.027 4.183
H 1.861 0.286 2.412
H -0.983 -4.343 3.555
C 0.312 0.580 3.800
H 3.301 -1.520 -2.776
H -0.424 -2.947 -0.880
H -1.380 -2.920 -3.360
C -1.052 3.750 0.840
H -1.522 0.301 -0.410
C 3.441 2.779 1.021
O -0.059 -0.692 0.701
H -0.067 -0.443 3.950
H -2.232 -1.301 -5.192
C -3.645 2.145 -0.781
H -0.038 1.103 -0.368
H -1.556 0.979 -3.568
C -1.853 -2.956 -2.441
H -1.553 -2.205 3.107
H 0.951 1.194 -3.649
H -4.047 1.450 -2.899
H 1.537 2.205 1.241
O 3.379 3.776 1.933
O -2.462 -1.781 -1.956
C -4.327 1.316 -1.842
H -2.597 -4.055 4.193
H 5.190 3.243 0.211
H 2.064 1.689 3.514
C -1.973 -4.201 3.326
O -0.497 1.035 2.748
H 3.757 1.699 -2.620
H -1.301 -3.041 1.664
H -1.905 3.366 1.354
C 1.793 0.668 3.415
H 1.866 -1.007 -2.082
H 1.076 4.059 3.170
H -0.042 1.286 4.559
H 4.493 1.657 -0.328
H -5.414 1.278 -1.844
H -2.172 -1.097 -2.503
H 2.084 -1.260 0.476
H 3.706 -3.039 -0.985
H 2.543 1.299 0.038
H 1.926 -2.500 -2.941
C 1.897 1.476 -3.932
H -1.384 4.488 0.053
C -0.100 4.472 1.740
O 0.517 3.570 2.566
H -3.864 1.644 0.188
O 2.897 -1.574 0.241
H -2.270 -6.064 3.119
H 0.624 5.038 1.132
H -0.696 -4.553 -1.689
H 1.266 -2.397 4.025
C -1.126 -3.568 -1.313
H -1.713 -3.695 -0.434
C 2.421 -1.862 -2.177
H -3.531 -0.096 -4.473
H 2.339 0.575 -4.321
H -2.968 -2.624 2.292
O 2.246 2.919 -2.047
*
```

Here are the Löwdin charges for atoms 1 to 2, given in e:
1. H 0.021
2. H 0.058


Density functional theory data (the ωB97M-V functional and the def2-TZVPD basis) for a structure of composition C18H60N8O12 at a distorted geometry.

Calculated values
**HOMO-LUMO gap**: 0.24553 hartree
**Strongest force on any atom**: 16.70 eV Å⁻¹
**HOMO level**: -6.91 eV

The geometry in ORCA input format:
```
! wB97M-V def2-TZVPD RIJCOSX def2/J DEFGRID3
* xyz 0 1
H -1.245 3.058 0.411
C 0.087 0.154 0.532
H 3.424 3.594 1.538
C -0.786 -3.094 1.905
H 0.556 -2.882 -0.096
H 4.702 -0.386 -0.715
O 2.838 -2.914 2.939
H -2.935 -3.287 1.330
N 2.126 -1.509 1.305
H 1.759 -0.274 0.043
H 0.411 0.952 1.200
C -0.508 2.763 -1.067
H -1.363 -1.345 1.487
O 0.637 0.989 2.821
O 3.197 3.042 -1.489
H -1.313 1.143 -1.257
O -1.338 0.989 3.088
H -0.355 -3.905 -1.130
N 0.369 0.265 -4.109
H 2.093 1.212 -2.038
H -2.446 -0.016 2.874
C -1.321 -1.982 -0.920
C 2.951 -2.382 1.825
H -0.179 -0.521 3.975
H 0.928 2.737 -2.617
H 4.309 4.216 0.121
H 1.293 0.656 -3.993
H 3.183 -1.990 -1.774
H -1.016 -3.053 2.969
H -1.868 -3.717 0.149
H -3.518 1.086 0.837
H -0.939 -0.978 -0.738
H 1.954 -0.233 -1.671
C -1.106 2.331 2.565
H -0.244 1.412 -2.817
H -1.456 3.144 3.200
H -0.792 -0.247 1.036
H -2.713 2.522 1.153
N 2.017 2.334 0.199
H -3.162 -0.312 -0.131
H -1.232 2.099 -0.595
C -1.987 -3.815 1.228
H 4.457 -3.475 1.066
O -0.542 -1.840 1.433
H -2.035 -4.868 1.506
H -3.285 -1.909 2.305
H -0.017 2.304 2.517
H -4.624 2.402 -3.077
C -0.119 -0.593 -3.251
O -2.463 3.206 -2.054
H -4.051 0.728 -3.026
N 0.629 -0.601 -2.203
C -2.780 2.056 -2.259
H -2.485 0.070 -2.092
H 1.423 0.023 -2.183
H 3.973 0.717 0.425
H 0.090 -3.741 1.879
H 1.534 -0.639 3.572
O 2.766 -1.840 -0.922
H -1.351 -0.079 1.509
O -1.057 -1.299 -3.306
H 3.730 -2.138 0.057
C -0.068 -2.863 -0.989
O 1.323 1.273 -1.467
H 2.319 -1.252 0.347
H 0.077 3.385 -0.391
H 4.031 1.088 -1.202
C -1.634 2.365 1.158
H -4.368 -0.443 1.018
H -1.002 3.484 -1.719
H 1.289 -1.291 1.827
C 2.485 -0.465 -0.748
N 3.803 -2.730 0.872
H -2.019 -2.478 -0.245
O -1.987 -2.101 -2.104
C 0.325 1.996 -2.093
H -0.275 1.239 2.657
H -1.833 -1.302 -2.615
H 1.459 1.816 -0.466
C 3.828 0.242 -0.545
H 0.442 -1.210 -1.420
H 0.867 -0.608 0.505
H 0.467 -0.938 2.314
N -3.931 1.711 -2.825
C 0.562 -0.314 3.202
H -2.280 1.020 3.270
H 0.600 -2.538 -1.787
C -3.384 0.006 0.888
N -2.121 0.978 -1.840
C 2.990 2.936 -0.293
N 3.687 3.555 0.563
O -0.387 0.558 -0.698
C -2.321 -0.421 1.870
H 0.337 0.896 -1.229
H -0.143 0.100 -4.963
H 1.872 2.300 1.198
O -2.424 -1.802 1.895
H -1.392 1.468 0.589
*
```

Here are the Löwdin charges for atoms 1 to 2, given in e:
1. H 0.064
2. C -0.097